ORCA calculation (ωB97M-V with the def2-TZVPD basis set) on 9 unconnected molecules or ions with the total composition C36H81N3O6 in a non-equilibrium geometry.

Cartesian coordinates (Å):
C 9.6107 13.6074 14.9197
C 10.2513 13.1684 13.6424
O 10.1104 11.7532 13.5761
C 10.9519 11.1552 12.6020
C 10.4256 9.8392 12.0587
H 9.6105 14.6776 15.0998
H 8.5935 13.3195 15.0474
H 10.2070 13.1798 15.7298
H 9.7329 13.7105 12.8396
H 11.3172 13.4269 13.7252
H 11.1814 11.8703 11.7420
H 11.9281 10.9570 13.0769
H 11.1546 9.2815 11.4776
H 9.5206 9.8809 11.3953
H 10.0526 9.2148 12.9020
C 10.2283 10.5835 19.8683
C 11.3446 9.5347 19.9201
O 11.6654 9.1941 18.5618
C 12.7671 8.2881 18.5148
C 12.5966 7.4509 17.2617
H 9.3088 10.0969 19.5523
H 10.0829 10.9638 20.8882
H 10.5268 11.4159 19.2025
H 12.2070 9.9010 20.5996
H 10.8964 8.6458 20.3630
H 13.6813 8.9031 18.3699
H 12.8216 7.6319 19.3921
H 13.3653 6.6378 17.2800
H 12.5830 8.0431 16.3062
H 11.6478 6.9074 17.3161
C 18.5571 12.8921 17.5159
C 17.9467 11.9887 16.4668
O 17.8276 10.7133 17.0384
C 17.5991 9.6521 16.0510
C 16.8792 8.5668 16.8136
H 19.5844 12.6840 17.6695
H 18.5925 13.8981 17.0209
H 17.9966 13.0093 18.4624
H 17.0129 12.3144 16.0630
H 18.5856 11.9866 15.5926
H 16.9904 10.1018 15.2330
H 18.6000 9.3756 15.7210
H 15.8642 8.9404 16.9801
H 17.2758 8.5391 17.8174
H 16.8156 7.5335 16.3910
C 16.1839 7.8153 9.7444
C 16.1559 7.0577 11.1008
O 16.2170 7.9953 12.1389
C 15.9176 7.3320 13.3959
C 14.4517 7.4782 13.7537
H 15.6381 7.2049 8.9843
H 15.5624 8.6743 9.8552
H 17.1554 8.1330 9.4318
H 15.2047 6.4777 11.1048
H 16.9000 6.2481 11.1263
H 16.2418 6.3271 13.2593
H 16.5882 7.7439 14.1543
H 14.1205 8.4837 13.4973
H 14.3035 7.1169 14.7883
H 13.7895 6.7933 13.2014
C 10.4817 14.3710 20.6344
C 11.1595 15.6329 20.1160
O 11.7434 15.3151 18.8738
C 12.1306 16.4879 18.1723
C 12.5104 16.1051 16.8139
H 11.2452 13.6359 20.4453
H 10.1655 14.4313 21.6849
H 9.6549 14.0434 20.0007
H 10.4903 16.4658 19.9002
H 11.9347 15.9555 20.8198
H 11.2843 17.2231 18.1706
H 12.9560 16.9570 18.6047
H 12.9842 16.9892 16.3013
H 11.5579 15.8124 16.2745
H 13.1903 15.2722 16.9130
C 15.2441 13.6547 13.9987
C 15.6215 12.9742 12.7343
O 16.8282 12.2354 12.9302
C 17.3093 11.6374 11.7627
C 18.4163 10.6307 12.1432
H 15.9689 14.4230 14.2051
H 14.2922 14.1677 13.8246
H 15.1992 12.9388 14.7777
H 14.8120 12.2835 12.5378
H 15.7813 13.7030 11.9206
H 16.5677 11.1502 11.1781
H 17.7282 12.4211 11.0975
H 17.9887 9.7975 12.6448
H 19.1699 11.1593 12.7170
H 18.8209 10.1383 11.2654
C 17.7582 9.8487 20.5825
C 17.3829 8.5013 21.1413
C 16.8128 8.6466 22.6019
C 15.6043 9.4121 22.5312
N 14.6041 9.9323 22.3635
H 18.4027 10.4547 21.2468
H 16.9209 10.4730 20.2519
H 18.3224 9.6830 19.6497
H 18.3046 7.8983 21.2669
H 16.6636 7.9187 20.5047
H 17.5292 9.1932 23.2125
H 16.6519 7.6985 23.0983
C 8.6367 8.3650 16.7939
C 8.5424 9.8041 16.4621
C 7.0665 10.2815 16.3444
C 6.4560 9.6054 15.2010
N 6.1236 8.9896 14.2815
H 7.9175 8.0674 17.5734
H 9.6629 8.1219 17.0644
H 8.3919 7.8310 15.9022
H 9.0714 10.0625 15.5717
H 8.9264 10.4300 17.2680
H 7.0675 11.3711 16.1175
H 6.4753 10.0142 17.2627
C 14.7291 13.0559 18.3487
C 13.6278 12.0785 18.5722
C 12.7796 11.8642 17.2634
C 13.4917 10.9724 16.3745
N 13.9836 10.3119 15.5666
H 14.4344 14.0647 17.9370
H 15.5269 12.6554 17.6370
H 15.3577 13.1344 19.2699
H 12.9620 12.4579 19.3116
H 14.0121 11.1290 18.9479
H 12.6366 12.8504 16.7751
H 11.7568 11.4741 17.4450

Its structure (SMILES) is CCCC#N.CCCC#N.CCCC#N.CCOCC.CCOCC.CCOCC.CCOCC.CCOCC.CCOCC. The spin multiplicity is 1. Its HOMO-LUMO gap is 10.08 eV. The HOMO energy comes out at -9.36 eV. The value obtained for the LUMO energy is 0.72 eV.

=====

ORCA calculation (ωB97M-V with the def2-TZVPD basis set) on a molecular structure, C3H3O3Sn in a non-equilibrium geometry.

Cartesian coordinates (Å):
O -2.1604 1.0679 0.1114
O -4.3690 1.7632 0.0065
C -3.2724 1.4020 0.0660
Sn 6.0766 1.1175 0.1037
O 0.8953 1.1227 -0.0399
C 0.7799 0.0136 -0.0994
H 1.5449 -1.8321 -0.0784
C 0.5268 -1.3853 -0.0484
H 0.0435 -1.6118 0.9145
H -0.0652 -1.6576 -0.9359

The spin multiplicity is 2. Its HOMO-LUMO gap (spin up / spin down) is 6.18 / 8.27 eV. The HOMO energy (spin up / spin down) comes out at -16.11 / -18.01 eV. The expectation value of S² is 0.7525. The total charge is +2. The value obtained for the LUMO energy (spin up / spin down) is -9.93 / -9.74 eV.

=====

ORCA calculation (ωB97M-V with the def2-TZVPD basis set) on a gas-phase ion, C14H24N3O5 (charge -1) in a non-equilibrium geometry.

Cartesian coordinates (Å):
O 3.3846 0.2682 4.5961
O 3.2109 -0.0173 -0.3093
O -0.5470 1.0038 2.3587
O -0.0614 2.9614 -2.1867
O 1.8410 -1.4963 -1.1070
C 3.6718 0.6198 3.4629
C 2.6573 -1.1663 -0.2566
C 0.4289 0.5755 1.7306
C 0.2843 1.8533 -1.7280
N 1.3732 1.2524 -2.1538
N 2.8532 0.4796 2.4299
N 0.5144 0.6718 0.4409
C 4.9906 1.2610 3.1432
C 2.2600 1.8036 -3.1670
C -3.0897 -1.6305 -0.0571
C 2.7894 -1.9984 1.0024
C 1.7348 -1.6453 2.1072
C -2.4457 0.7527 -2.0820
C -2.3407 -0.3322 0.1931
C 1.5612 -0.1410 2.5036
C -0.4824 1.2074 -0.5231
C -1.5029 0.1818 -1.0072
H 1.6708 0.4518 -1.6441
H 3.2043 0.6554 1.4680
H 1.4041 0.4153 0.0414
H 4.8100 2.2441 2.7629
H 5.4956 0.7336 2.3485
H 5.6155 1.3568 4.0414
H 1.6380 2.0563 -4.0255
H 2.7614 2.6839 -2.8124
H 3.0438 1.0737 -3.4408
H -3.7953 -1.5633 -0.8859
H -3.5807 -1.9530 0.8577
H -2.3628 -2.3621 -0.3659
H 2.6390 -3.0417 0.7829
H 3.8412 -1.8366 1.3760
H 2.1238 -2.1441 2.9649
H 0.7879 -2.0643 1.8302
H -2.8436 1.6926 -1.7153
H -1.9449 0.8337 -3.0307
H -3.3398 0.1283 -2.1597
H -2.9578 0.4806 0.5485
H -1.6622 -0.5888 0.9865
H 1.2692 -0.1183 3.5527
H -1.0349 2.0081 0.0040
H -0.9586 -0.6825 -1.3803

Its structure (SMILES) is CC[C@@H](C)[C@@H](NC(=O)[C@@H](CCC(=O)[O-])NC(C)=O)C(=O)NC. The spin multiplicity is 1. Its HOMO-LUMO gap is 9.18 eV. The HOMO energy comes out at -5.95 eV. The total charge is -1. The value obtained for the LUMO energy is 3.23 eV.

=====

ORCA calculation (ωB97M-V with the def2-TZVPD basis set) on a single C5H12O molecule.

Cartesian coordinates (Å):
C 2.9960 -0.4050 0.1273
C 1.5281 -0.7468 -0.0988
C 0.5486 0.3733 0.2174
O -0.6997 -0.0620 -0.2647
C -1.8138 0.6864 0.1522
C -3.0381 -0.0058 -0.4171
H 3.6317 -1.2299 -0.2112
H 3.2190 -0.2283 1.1856
H 3.2894 0.4898 -0.4339
H 1.2432 -1.6215 0.4980
H 1.3639 -1.0197 -1.1475
H 0.5013 0.5696 1.3032
H 0.8533 1.3173 -0.2696
H -1.7481 1.7282 -0.2050
H -1.8598 0.7212 1.2542
H -3.9622 0.4890 -0.1036
H -3.0606 -1.0455 -0.0763
H -2.9922 -0.0099 -1.5105

Its structure (SMILES) is CCCOCC. The spin multiplicity is 1. Its HOMO-LUMO gap is 10.95 eV. The HOMO energy comes out at -9.76 eV. The value obtained for the LUMO energy is 1.19 eV.

=====

ORCA calculation (ωB97M-V with the def2-TZVPD basis set) on a molecular structure, C21H24CoN2O4S.

Cartesian coordinates (Å):
Co 0.6245 -1.6290 -1.3099
C 0.8886 -1.6468 5.4354
O 2.2125 -1.6535 4.8934
C 2.3618 -1.7755 3.5787
C 3.7061 -1.8640 3.1364
C 3.9624 -1.9977 1.8183
C 2.9204 -2.0499 0.8407
C 3.2135 -2.2434 -0.5254
C 4.5894 -2.2076 -1.1028
O 2.2964 -2.4616 -1.3952
C 1.5667 -1.9422 1.3091
O 0.5206 -1.9695 0.5079
C 1.3151 -1.8128 2.6772
H 1.0086 -1.6353 6.5125
H 0.3443 -2.5422 5.1350
H 0.3477 -0.7559 5.1157
H 4.4990 -1.8368 3.8703
H 4.9922 -2.0961 1.5112
H 5.3833 -2.2608 -0.3711
H 4.6800 -1.2671 -1.6518
H 4.6943 -3.0139 -1.8264
H 0.2817 -1.7431 2.9814
C -4.4036 -2.0048 -0.4581
C -4.2757 -1.3141 -1.8087
N -3.4044 -0.1238 -1.7692
C -4.0522 1.1859 -1.5370
C -3.9718 1.6560 -0.0917
C -2.0861 -0.1873 -1.8650
S -1.4085 -1.7796 -2.2216
N -1.4232 0.9654 -1.7615
C -0.1176 1.1170 -1.7516
O 0.7513 0.1689 -1.7927
C 0.4127 2.4946 -1.6914
C 1.7892 2.7026 -1.6102
C 2.2914 3.9906 -1.5443
C 1.4216 5.0738 -1.5608
C 0.0501 4.8708 -1.6404
C -0.4559 3.5851 -1.7044
H -5.0868 -2.8500 -0.5473
H -4.8011 -1.3269 0.2967
H -3.4383 -2.3799 -0.1178
H -5.2480 -0.9748 -2.1566
H -3.8962 -2.0052 -2.5563
H -5.0901 1.0672 -1.8403
H -3.5873 1.9090 -2.2004
H -4.5101 0.9828 0.5765
H -4.4234 2.6452 -0.0071
H -2.9341 1.7226 0.2357
H 2.4557 1.8511 -1.6023
H 3.3598 4.1531 -1.4818
H 1.8161 6.0816 -1.5120
H -0.6225 5.7180 -1.6533
H -1.5204 3.4098 -1.7658

The spin multiplicity is 5. Its HOMO-LUMO gap (spin up / spin down) is 8.53 / 6.52 eV. The HOMO energy (spin up / spin down) comes out at -11.77 / -11.78 eV. The expectation value of S² is 6.0172. The total charge is +1. The value obtained for the LUMO energy (spin up / spin down) is -3.24 / -5.26 eV.

=====

ORCA calculation (ωB97M-V with the def2-TZVPD basis set) on a single C17H14N2O3 molecule in a non-equilibrium geometry.

Cartesian coordinates (Å):
O -1.9256 -4.1655 3.6589
O -1.2089 0.5777 -3.3146
O -0.4386 -0.8881 0.6786
C -2.0971 -3.4535 2.6752
C -1.4555 -0.5244 -2.8992
C -3.3047 -3.5559 1.9665
C -3.5380 -3.0549 0.7462
C -1.1786 -2.4116 2.2681
C -2.5730 -1.7103 -1.0097
C -1.3686 -1.7862 1.0712
C -2.4790 -2.2310 0.2897
C -1.5225 -0.8717 -1.5128
C -0.5516 -0.4383 -0.5866
C 1.6013 2.5684 -1.0555
C 1.9863 1.1011 0.7351
C 2.4912 3.5161 -0.4498
C 2.9446 1.9835 1.2599
C 1.2182 1.4055 -0.4110
C 3.1286 3.1821 0.7095
N -1.8079 -1.4996 -3.7594
N 0.2682 0.5929 -1.0492
C 4.2518 4.1131 1.3357
H -3.9083 -4.2817 2.4803
H -4.5067 -3.3747 0.2430
H -0.2711 -2.1671 2.8328
H -3.2558 -2.1553 -1.6612
H 1.2805 2.9014 -1.9943
H 1.8289 0.0514 1.0863
H 2.8810 4.4823 -0.8584
H 3.5181 1.7502 2.1353
H -1.4050 -1.3200 -4.6852
H -1.9585 -2.4728 -3.4784
H -0.1245 0.9726 -1.9313
H 4.7765 4.6643 0.5861
H 3.7706 4.8946 1.9408
H 4.9340 3.6050 1.9573

Its structure (SMILES) is Cc1ccc(Nc2oc3cc(=O)ccc-3cc2C(N)=O)cc1. The spin multiplicity is 1. Its HOMO-LUMO gap is 6.80 eV. The HOMO energy comes out at -7.48 eV. The value obtained for the LUMO energy is -0.68 eV.

=====

ORCA calculation (ωB97M-V with the def2-TZVPD basis set) on a molecular structure, C3H2Br5NO2 in a non-equilibrium geometry.

Cartesian coordinates (Å):
C -0.5269 -1.8951 0.4869
C 1.0383 1.9326 -0.4051
C -1.4199 -2.1279 -0.5052
N 0.4520 1.4789 0.8971
O 1.2249 1.2519 1.7753
O -0.7312 1.6140 0.9907
Br 1.3010 -2.1528 0.2821
Br -0.0562 0.8919 -1.7476
Br -0.8987 -2.4679 -2.2504
Br -3.2728 -1.8932 -0.1714
Br 2.9081 1.6864 -0.4157
H -0.8724 -1.3305 1.4619
H 0.8538 3.0116 -0.3986

The spin multiplicity is 1. Its HOMO-LUMO gap is 8.62 eV. The HOMO energy comes out at -9.24 eV. The value obtained for the LUMO energy is -0.62 eV.

=====

ORCA calculation (ωB97M-V with the def2-TZVPD basis set) on 2 unconnected molecules or ions with the total composition C5H8N in a non-equilibrium geometry.

Cartesian coordinates (Å):
C -1.9591 1.8010 0.6405
C 1.0129 -0.3662 -0.8078
C 0.3708 0.3912 -1.6698
C 2.5556 -1.7241 0.6567
C -3.2264 1.7124 0.5234
N 1.5900 -0.8649 0.0807
H 0.8263 1.3536 -1.9602
H -0.4821 0.0991 -2.2030
H 2.4286 -2.8031 0.3748
H 3.5683 -1.3749 0.4584
H 2.3731 -1.6040 1.7828
H -1.0072 2.0344 0.7821
H -3.6254 1.4549 -0.3821
H -4.0593 2.0646 1.1852

The spin multiplicity is 1. Its HOMO-LUMO gap (spin up / spin down) is 8.79 / 4.36 eV. The HOMO energy (spin up / spin down) comes out at -13.73 / -11.75 eV. The total charge is +1. The value obtained for the LUMO energy (spin up / spin down) is -4.94 / -7.39 eV.

=====

ORCA calculation (ωB97M-V with the def2-TZVPD basis set) on a molecular structure, C7H19O9Tl in a non-equilibrium geometry.

Cartesian coordinates (Å):
Tl 5.9320 -36.4502 26.5076
O 6.1312 -32.2723 26.0634
C 5.8361 -33.2246 26.9400
O 6.0645 -34.3917 26.5942
O 5.3051 -32.9184 28.0003
H 6.4865 -32.8968 25.4267
C 7.0126 -38.1844 24.1065
C 7.1975 -39.1128 25.3366
O 6.3010 -38.7938 26.3654
O 7.2256 -36.7963 24.4352
H 5.9549 -38.2038 23.8442
H 7.6074 -38.5184 23.2564
H 8.2474 -39.0180 25.6137
H 6.9933 -40.1280 24.9963
H 6.4413 -39.5119 26.9870
H 7.3545 -36.3037 23.6214
C 3.0732 -37.7512 26.8128
C 3.9288 -38.6240 25.8721
O 4.6151 -37.7850 24.9577
O 3.9180 -36.9583 27.6141
H 2.4220 -38.2989 27.4940
H 2.4104 -37.0579 26.2949
H 3.3217 -39.3201 25.2934
H 4.6589 -39.1260 26.5069
H 4.1200 -37.8700 24.1396
H 3.4225 -36.6247 28.3656
C 9.1962 -37.0651 26.4709
C 9.1009 -35.5622 26.2835
O 7.7705 -35.1996 25.8486
O 8.0450 -37.5192 27.2127
H 10.1650 -37.2599 26.9308
H 9.2856 -37.7399 25.6195
H 9.7863 -35.2380 25.5005
H 9.2466 -35.1514 27.2826
H 7.8599 -34.3318 25.4479
H 8.2929 -37.8217 28.0895

The spin multiplicity is 1. Its HOMO-LUMO gap is 5.29 eV. The HOMO energy comes out at -15.27 eV. The total charge is +2. The value obtained for the LUMO energy is -9.98 eV.

=====

ORCA calculation (ωB97M-V with the def2-TZVPD basis set) on a molecular structure, CH3MgMnO2 in a non-equilibrium geometry.

Cartesian coordinates (Å):
O -2.0800 0.0163 -0.1381
C -1.1883 -1.0265 0.0183
O 0.0856 -0.4937 0.3245
H -1.1350 -1.6669 -0.8907
H -1.4689 -1.6845 0.8705
Mn -0.7110 1.3331 0.0997
Mg 1.9162 -0.3634 -0.3247
H -0.6690 3.1031 0.1997

The spin multiplicity is 6. Its HOMO-LUMO gap (spin up / spin down) is 5.56 / 5.51 eV. The HOMO energy (spin up / spin down) comes out at -2.18 / -2.21 eV. The expectation value of S² is 8.7639. The total charge is -1. The value obtained for the LUMO energy (spin up / spin down) is 3.38 / 3.30 eV.

=====

ORCA calculation (ωB97M-V with the def2-TZVPD basis set) on a single C4H9NO2 molecule.

Cartesian coordinates (Å):
C 1.1469 0.1984 -1.2078
C 0.3371 -1.0933 -1.1536
C -0.2958 -1.3507 0.2069
O -1.1058 -0.2280 0.5794
C -0.5188 0.6860 1.3884
O 0.5067 0.5205 2.0149
N -1.2709 1.8233 1.4092
H 1.9252 0.2063 -0.4399
H 1.6167 0.3232 -2.1883
H 0.4993 1.0650 -1.0353
H -0.4542 -1.0665 -1.9110
H 0.9801 -1.9474 -1.3942
H -0.9700 -2.2137 0.1693
H 0.4682 -1.5115 0.9728
H -0.8726 2.6243 1.8708
H -1.9921 1.9642 0.7186

Its structure (SMILES) is CCCOC(N)=O. The spin multiplicity is 1. Its HOMO-LUMO gap is 11.33 eV. The HOMO energy comes out at -10.40 eV. The value obtained for the LUMO energy is 0.93 eV.

=====

ORCA calculation (ωB97M-V with the def2-TZVPD basis set) on 4 unconnected molecules or ions with the total composition H8O4 in a non-equilibrium geometry.

Cartesian coordinates (Å):
O -2.1111 -0.1217 1.4381
H -2.6594 -0.8275 1.6603
H -2.2453 -0.1217 0.4622
O 1.0641 2.5081 -1.2181
H 1.8018 1.9364 -1.5830
H 0.7778 1.9441 -0.4603
O 1.0347 -1.7408 -0.9656
H 0.3774 -2.2032 -0.4831
H 1.5356 -2.5375 -1.3204
O 0.2844 0.7608 0.8334
H -0.5734 0.4216 1.1124
H 0.7134 -0.0187 0.5242

Its structure (SMILES) is O.O.O.O. The spin multiplicity is 1. Its HOMO-LUMO gap is 10.29 eV. The HOMO energy comes out at -10.23 eV. The value obtained for the LUMO energy is 0.06 eV.

=====

ORCA calculation (ωB97M-V with the def2-TZVPD basis set) on 6 unconnected molecules or ions with the total composition C2H15O6 in a non-equilibrium geometry.

Cartesian coordinates (Å):
C -1.6404 -1.7826 0.3459
O -2.3882 -1.5168 -0.8377
C -0.3721 -2.5220 0.0243
H -2.3569 -2.4675 0.9770
H -1.2176 -0.9019 0.8435
H 0.2086 -2.8705 0.9590
H 0.3110 -1.8394 -0.6005
H -0.3233 -3.4665 -0.4540
H -1.6747 -1.2489 -1.5762
H -1.1132 0.4772 -0.7889
O -0.2720 0.9846 -0.9284
H 1.0747 2.9245 -0.0967
H -0.0362 2.5681 -1.2156
O 0.4980 3.3739 -0.7667
H 2.5130 -0.2094 1.3075
H 1.4072 0.7360 1.2948
O 2.0738 0.3362 1.8797
H 2.8373 0.0567 -1.2683
H 1.2802 -0.0016 -0.9578
O 2.1551 -0.3991 -0.6436
H -0.6601 1.9691 0.3815
H -1.0467 3.4057 1.0228
O -1.2575 2.3944 1.0984

The spin multiplicity is 1. Its HOMO-LUMO gap is 8.98 eV. The HOMO energy comes out at -5.46 eV. The total charge is -1. The value obtained for the LUMO energy is 3.52 eV.